[1]
A 2-piece molecular cluster, CH5NO2 overall at a distorted geometry, computed with ωB97M-V/def2-TZVPD.

```
9
CH5NO2 (ωB97M-V/def2-TZVPD)
N -0.408 1.043 0.784
C 0.788 0.906 0.205
O 0.998 0.154 -0.733
H -1.162 0.439 0.494
H -0.697 1.762 1.429
H 1.627 1.474 0.601
O -1.053 -1.747 -0.342
H -0.236 -1.377 -0.733
H -0.714 -2.148 0.474
```

The calculation puts the gap between HOMO and LUMO at 11.15 eV. The energy relative to the best compared isomer or geometry (same formula, charge and spin) is 0.167 eV. The LUMO energy is 0.840 eV. As for the SMILES: NC=O.O.

[2]
A 2-piece molecular cluster, C5H8S overall at a distorted geometry, computed with ωB97M-V/def2-TZVPD.

```
14
C5H8S (ωB97M-V/def2-TZVPD)
C 0.351 0.472 0.871
C 1.315 -0.177 -0.053
C 2.829 0.189 -0.154
S 0.890 -1.585 -0.816
H -0.709 0.165 0.596
H 0.510 1.545 0.842
H 0.604 0.026 1.873
H 3.445 -0.391 -0.783
H 3.226 0.122 0.874
H 2.774 1.311 -0.389
C -4.072 -0.459 -1.213
C -3.503 -0.494 -0.169
H -4.551 -0.271 -2.194
H -3.109 -0.454 0.716
```

The calculation puts the gap between HOMO and LUMO (spin up / spin down) at 8.39 / 8.39 eV. The energy relative to the best compared isomer or geometry (same formula, charge and spin) is 3.262 eV. The LUMO energy (spin up / spin down) is 0.058 / 0.057 eV. As for the SMILES: CC(C)=S.C#C.

[3]
C10H26GaNO4P as an isolated structure, computed with ωB97M-V/def2-TZVPD.

```
43
C10H26GaNO4P (ωB97M-V/def2-TZVPD)
C -1.521 -3.214 1.235
C -0.165 -3.444 1.900
C 0.936 -2.402 1.602
C 0.849 -1.644 0.267
C -0.162 -0.481 0.205
Ga 0.493 1.097 -0.892
C 1.205 0.472 -2.707
C 0.372 -0.621 -3.335
O -1.029 -0.320 -3.187
C -0.937 2.535 -1.057
N -2.325 2.016 -0.967
C -3.075 2.549 0.154
C 2.178 1.905 0.031
P 2.068 2.207 1.760
O 2.994 3.173 2.379
O 2.125 0.722 2.449
O 0.528 2.568 2.106
H -1.958 -2.266 1.548
H -2.217 -4.013 1.505
H -1.441 -3.187 0.147
H 0.200 -4.439 1.623
H -0.329 -3.485 2.982
H 1.898 -2.928 1.635
H 0.970 -1.665 2.411
H 1.861 -1.267 0.052
H 0.650 -2.361 -0.540
H -1.110 -0.834 -0.215
H -0.401 -0.168 1.231
H 2.237 0.114 -2.605
H 1.235 1.355 -3.357
H 0.574 -0.746 -4.410
H 0.588 -1.579 -2.844
H -1.525 -1.143 -3.192
H -0.760 3.238 -0.234
H -0.830 3.099 -1.992
H -2.286 1.009 -0.876
H -4.131 2.266 0.078
H -2.706 2.228 1.144
H -3.024 3.640 0.131
H 3.022 1.226 -0.136
H 2.415 2.855 -0.457
H 2.425 0.061 1.810
H 0.106 1.871 2.620
```

The calculation puts the gap between HOMO and LUMO at 7.27 eV. The LUMO energy is 2.969 eV. As for the net charge: -1.

[4]
C39H42FIrN5O7SSiTe as an isolated structure, computed with ωB97M-V/def2-TZVPD.

```
98
C39H42FIrN5O7SSiTe (ωB97M-V/def2-TZVPD)
Ir 1.893 0.700 -0.957
C 2.207 -3.698 3.952
Si 3.529 -2.694 3.083
C 3.762 -1.062 3.945
C 5.130 -3.643 3.005
C 2.918 -2.485 1.295
C 2.768 -3.627 0.508
C 2.342 -3.576 -0.816
C 2.034 -2.348 -1.360
N 2.142 -1.244 -0.619
C 2.598 -1.288 0.658
S 2.683 0.402 1.170
H 2.479 -3.868 4.996
H 2.066 -4.674 3.484
H 1.250 -3.170 3.935
H 4.121 -1.260 4.959
H 2.834 -0.494 4.025
H 4.501 -0.432 3.449
H 5.528 -3.805 4.009
H 5.883 -3.096 2.434
H 5.006 -4.624 2.540
H 3.008 -4.598 0.930
H 2.264 -4.471 -1.417
H 1.706 -2.214 -2.383
C -3.660 -4.195 -2.104
C -3.999 -2.717 -2.177
N -2.933 -1.870 -1.611
C -2.026 -1.342 -2.444
C -0.966 -0.563 -2.060
C -0.119 0.004 -3.174
O -0.553 -0.045 -4.313
O 1.014 0.554 -2.876
C -0.840 -0.230 -0.689
O 0.013 0.571 -0.211
C -1.794 -0.829 0.224
C -1.662 -0.607 1.599
C -2.555 -1.163 2.466
F -2.416 -0.900 3.779
C -3.616 -1.982 2.031
C -3.720 -2.223 0.670
C -2.829 -1.645 -0.245
N -4.547 -2.584 2.908
C -5.969 -2.423 2.629
C -6.663 -3.763 2.885
N -5.893 -4.488 3.966
C -5.386 -3.516 4.993
C -4.297 -2.651 4.348
H -4.472 -4.785 -2.527
H -3.493 -4.523 -1.078
H -2.757 -4.410 -2.676
H -4.929 -2.479 -1.663
H -4.131 -2.399 -3.209
H -2.168 -1.532 -3.500
H -0.859 0.021 1.964
H -4.487 -2.899 0.323
H -6.132 -2.127 1.597
H -6.403 -1.635 3.255
H -6.656 -4.409 2.009
H -7.686 -3.644 3.235
H -5.093 -4.954 3.536
H -6.473 -5.208 4.396
H -5.007 -4.073 5.846
H -6.251 -2.939 5.311
H -3.318 -3.097 4.517
H -4.310 -1.677 4.842
O 3.816 0.808 -1.607
C 4.525 1.781 -1.278
C 4.108 3.027 -0.718
C 5.135 3.871 -0.258
C 4.820 5.092 0.264
C 3.497 5.540 0.323
C 2.483 4.745 -0.147
C 2.747 3.463 -0.670
O 1.756 2.757 -1.142
N 5.897 5.958 0.763
O 5.570 7.000 1.289
O 7.030 5.526 0.703
H 5.595 1.659 -1.468
H 6.171 3.564 -0.306
H 3.295 6.517 0.741
H 1.455 5.077 -0.118
C 2.489 4.643 -4.740
Te 2.062 2.645 -4.165
C 0.091 3.308 -3.858
C 0.023 4.740 -4.324
C -1.193 5.420 -4.322
C -1.255 6.735 -4.747
C -0.103 7.381 -5.179
C 1.107 6.710 -5.183
C 1.177 5.387 -4.754
H 2.988 4.627 -5.711
H 3.195 5.057 -4.015
H -0.087 3.185 -2.788
H -0.562 2.629 -4.409
H -2.091 4.913 -3.990
H -2.202 7.257 -4.746
H -0.150 8.407 -5.517
H 2.004 7.213 -5.522
```

The calculation puts the gap between HOMO and LUMO (spin up / spin down) at 6.75 / 5.34 eV. Its spin multiplicity is 2. The energy relative to the best compared isomer or geometry (same formula, charge and spin) is 1.286 eV. The LUMO energy (spin up / spin down) is -5.002 / -6.406 eV. Its expectation value of S² is 0.754. As for the net charge: +2.

[5]
An isolated molecule of C27H34N4O4, computed with ωB97M-V/def2-TZVPD.

```
69
C27H34N4O4 (ωB97M-V/def2-TZVPD)
C 1.792 2.590 -0.707
C 0.926 1.735 -1.621
O -0.284 1.359 -0.967
C -1.397 2.074 -1.249
O -1.379 3.018 -2.010
C -2.565 1.619 -0.510
C -3.635 2.459 -0.232
C -3.855 3.865 -0.652
N -4.527 1.818 0.564
C -5.738 2.386 1.084
C -4.067 0.549 0.828
C -4.649 -0.454 1.586
C -3.983 -1.656 1.697
C -2.778 -1.878 1.028
O -2.037 -3.015 1.161
C -2.649 -4.161 1.697
C -2.229 -0.892 0.194
N -1.107 -1.217 -0.578
C -1.018 -2.319 -1.360
O -1.906 -3.126 -1.531
C 0.330 -2.440 -2.067
N 1.415 -1.824 -1.327
C 1.660 -2.500 -0.062
C 2.709 -1.719 0.721
N 3.948 -1.706 -0.032
C 5.086 -1.169 0.703
C 4.974 0.297 1.048
C 5.465 1.267 0.182
C 5.307 2.612 0.463
C 4.652 3.008 1.617
C 4.165 2.051 2.490
C 4.326 0.706 2.207
C 3.737 -1.070 -1.317
C 2.651 -1.813 -2.090
C -2.837 0.368 0.151
H 2.007 2.060 0.218
H 2.731 2.825 -1.202
H 1.279 3.519 -0.467
H 0.677 2.284 -2.535
H 1.428 0.796 -1.869
H -4.724 3.935 -1.307
H -4.025 4.506 0.213
H -2.989 4.216 -1.203
H -5.547 2.950 2.002
H -6.446 1.590 1.303
H -6.183 3.056 0.349
H -5.592 -0.311 2.091
H -4.408 -2.433 2.311
H -3.575 -4.401 1.168
H -2.852 -4.049 2.768
H -1.934 -4.969 1.551
H -0.380 -0.518 -0.665
H 0.505 -3.510 -2.269
H 0.236 -1.932 -3.033
H 0.731 -2.550 0.507
H 2.027 -3.527 -0.228
H 2.889 -2.209 1.680
H 2.325 -0.701 0.907
H 5.185 -1.761 1.616
H 5.973 -1.337 0.085
H 5.983 0.965 -0.718
H 5.698 3.354 -0.218
H 4.526 4.058 1.836
H 3.658 2.353 3.396
H 3.953 -0.036 2.900
H 4.671 -1.110 -1.883
H 3.441 -0.013 -1.205
H 2.476 -1.309 -3.045
H 3.000 -2.840 -2.298
```

The calculation puts the gap between HOMO and LUMO at 8.23 eV. The energy relative to the best compared isomer or geometry (same formula, charge and spin) is 2.531 eV. The LUMO energy is 0.713 eV. As for the SMILES: CCOC(=O)c1c(C)n(C)c2ccc(OC)c(NC(=O)CN3CCN(Cc4ccccc4)CC3)c12.

[6]
An isolated molecule of C31H42N6O4, computed with ωB97M-V/def2-TZVPD.

```
83
C31H42N6O4 (ωB97M-V/def2-TZVPD)
C 3.956 -0.425 -0.203
O 3.196 -1.152 -1.141
C 2.039 -0.601 -1.590
C 1.549 0.619 -1.202
C 0.311 1.080 -1.688
C -0.297 2.322 -1.347
N 0.391 3.321 -0.719
C -0.340 4.353 -0.021
C 0.593 4.897 1.089
N 1.662 3.954 1.345
C 1.515 2.765 2.045
O 2.339 1.876 1.937
N 0.445 2.714 2.889
C 0.122 1.721 3.823
C -1.018 1.916 4.603
C -1.387 0.989 5.551
C -0.629 -0.167 5.754
O -1.101 -1.009 6.712
C -0.373 -2.177 7.066
C 0.827 -1.828 7.948
C -1.354 -3.080 7.806
C 0.503 -0.362 4.971
C 0.873 0.570 4.017
C 2.564 3.898 0.209
C 1.728 3.728 -1.082
N -1.583 2.540 -1.582
C -2.235 1.626 -2.301
N -1.745 0.546 -2.838
C -0.469 0.231 -2.510
C 0.071 -0.990 -2.956
C 1.311 -1.398 -2.532
O 1.937 -2.537 -2.912
C 1.287 -3.382 -3.838
C 0.194 -4.250 -3.200
C -0.867 -4.626 -4.236
N -1.662 -3.460 -4.591
C -2.842 -3.335 -3.750
C -3.555 -2.008 -3.991
C -3.928 -1.873 -5.463
C -2.672 -2.056 -6.306
C -2.030 -3.404 -5.994
H 4.358 0.493 -0.646
H 3.377 -0.167 0.688
H 4.780 -1.080 0.075
H 2.063 1.194 -0.452
H -1.242 3.896 0.388
H -0.647 5.163 -0.697
H 1.075 5.822 0.756
H 0.038 5.140 1.995
H -0.199 3.488 2.888
H -1.619 2.804 4.465
H -2.268 1.137 6.156
H -0.032 -2.691 6.156
H 1.379 -2.729 8.199
H 0.480 -1.358 8.865
H 1.493 -1.136 7.439
H -2.201 -3.314 7.166
H -1.722 -2.573 8.694
H -0.863 -4.004 8.100
H 1.117 -1.241 5.085
H 1.754 0.404 3.421
H 3.153 4.819 0.175
H 3.237 3.056 0.372
H 2.171 2.996 -1.755
H 1.667 4.688 -1.617
H -3.281 1.838 -2.487
H -0.545 -1.597 -3.600
H 0.853 -2.789 -4.651
H 2.083 -4.010 -4.247
H 0.636 -5.150 -2.771
H -0.274 -3.689 -2.390
H -1.498 -5.440 -3.843
H -0.363 -5.005 -5.130
H -2.528 -3.395 -2.705
H -3.545 -4.170 -3.942
H -2.901 -1.182 -3.704
H -4.449 -1.968 -3.366
H -4.372 -0.895 -5.651
H -4.663 -2.637 -5.733
H -1.963 -1.262 -6.067
H -2.908 -2.003 -7.371
H -1.123 -3.529 -6.593
H -2.732 -4.216 -6.263
```

The calculation puts the gap between HOMO and LUMO at 8.34 eV. The LUMO energy is 0.572 eV. As for the SMILES: COc1cc2c(N3CCN(C(=O)Nc4ccc(OC(C)C)cc4)CC3)ncnc2cc1OCCCN1CCCCC1.

[7]
A 2-piece molecular cluster, C5H7FNO overall at a distorted geometry, computed with ωB97M-V/def2-TZVPD.

```
15
C5H7FNO (ωB97M-V/def2-TZVPD)
C -2.866 1.350 -0.222
C 2.649 -0.002 -0.291
C -1.887 2.050 -0.315
C 1.812 -0.728 0.428
C -0.510 -0.810 0.848
N 0.468 -1.002 0.040
O 0.289 -1.279 -1.235
F -1.699 -1.041 0.426
H -3.754 0.829 0.214
H -0.638 -1.231 -1.563
H 3.525 0.392 0.179
H 2.249 0.433 -1.175
H -1.261 2.651 -0.768
H 1.986 -1.048 1.467
H -0.364 -0.562 1.966
```

The calculation puts the gap between HOMO and LUMO at 9.47 eV. The energy relative to the best compared isomer or geometry (same formula, charge and spin) is 0.896 eV. The LUMO energy is -4.948 eV. As for the net charge: +1.

[8]
A 3-piece molecular cluster, C3H10NO3S overall at a distorted geometry, computed with ωB97M-V/def2-TZVPD.

```
18
C3H10NO3S (ωB97M-V/def2-TZVPD)
O 1.873 1.548 0.607
C 1.634 0.806 -0.373
N 1.059 -0.358 -0.162
C 0.772 -1.163 -1.341
C -0.685 -1.658 -1.523
S -1.331 -2.164 0.131
H 1.889 1.294 -1.310
H 0.969 -0.694 0.784
H 1.369 -2.134 -1.313
H 1.088 -0.736 -2.239
H -0.732 -2.646 -2.113
H -1.294 -0.812 -1.874
H 1.587 3.328 2.272
H 0.375 2.498 1.805
O 0.693 3.100 2.509
H -2.523 0.022 1.892
H -3.448 -0.514 0.819
O -3.294 0.282 1.428
```

The calculation puts the gap between HOMO and LUMO at 6.77 eV. The energy relative to the best compared isomer or geometry (same formula, charge and spin) is 1.494 eV. The LUMO energy is 3.580 eV. As for the net charge: -1.